No. 1
90
Properties=species:S:1:pos:R:3:forces:R:3 method="wB97M-V/def2-TZVPD" mol_weight_g_mol=870.030 relative_energy_kj_mol=81.6 total_charge=+2 e_tot_ev=-72941.167 homo_lumo_gap_ev="6.49 / 7.45" e_homo_ha="-0.4262 / -0.4996" multiplicity=5
Os -0.6539 0.1998 -0.2619 -0.72 -0.14 -0.52
S -2.5690 0.8521 -1.4751 0.39 -0.01 0.57
O -1.2848 2.8529 3.9233 0.07 -0.30 -0.67
O -0.6936 -1.8201 -1.1661 0.19 0.15 0.21
O 2.2330 -0.7665 -0.4336 0.19 -0.09 -0.11
O -1.5118 1.9864 1.7684 0.09 0.38 1.11
O -2.1434 -3.4434 -1.6825 0.35 0.11 0.24
O 0.7839 -0.0100 1.5078 -0.28 -0.14 -0.50
O -0.0072 2.0317 -3.2468 -0.19 0.09 -0.07
N -2.9460 1.9992 -3.8107 -0.10 -0.09 -0.10
N 1.4535 -4.6833 1.5522 -0.05 0.03 -0.16
N 0.8484 0.7181 -1.5302 0.18 -0.39 0.02
N -2.0742 -0.9494 0.9251 0.09 0.32 -0.08
N -0.3218 -4.9977 0.0968 -0.19 0.21 -0.04
N 1.6817 -4.1908 -0.6932 -0.02 0.15 -0.05
N -2.2762 3.4713 -2.1582 -0.01 0.04 -0.03
C 4.0665 -0.4061 -2.9430 0.10 -0.07 0.07
C 0.8613 1.3282 -2.8092 0.21 -0.02 0.15
C -2.6900 -2.0715 0.1595 0.12 -0.12 -0.05
C -1.3713 2.4148 2.8569 -0.22 0.00 -0.24
C 0.7749 -1.5998 3.6861 -0.07 0.04 0.00
C -1.8978 -3.9769 1.8057 0.02 0.02 -0.23
C 2.9733 3.7982 3.5433 -0.02 0.02 0.02
C 2.8305 0.1103 -2.6170 -0.10 0.03 -0.05
C 3.9014 0.7862 -5.0451 0.01 0.03 -0.08
C 2.6587 1.3131 -4.6983 -0.06 0.09 -0.09
C 1.9948 -0.0594 -1.4114 -0.13 0.24 -0.09
C 4.5961 -0.0567 -4.1837 -0.01 -0.03 0.08
C -2.5443 2.2377 -2.5672 0.17 0.00 -0.09
C 2.1292 2.7110 3.6745 0.02 0.00 0.11
C 3.4356 3.1858 1.2741 0.00 0.03 -0.01
C 0.8004 -0.1984 3.8675 -0.11 -0.09 -0.17
C 0.5522 0.2849 5.1616 -0.02 0.08 0.02
C 2.1403 0.9554 -3.4739 0.08 -0.14 0.14
C 3.6468 4.0364 2.3516 -0.01 -0.01 0.02
C -2.1746 3.8556 -0.7550 0.05 -0.08 -0.04
C 1.9213 1.8181 2.6057 -0.14 -0.02 -0.11
C -3.0448 -3.2594 1.0561 -0.02 -0.01 0.13
C 0.3440 -0.5836 6.2208 -0.02 0.01 0.02
C -3.6906 2.9775 -4.6096 -0.04 -0.03 -0.07
C -1.7913 -2.4873 -1.0067 0.04 -0.34 -0.09
C -1.3239 -5.2379 1.1365 -0.03 0.11 0.08
C 0.5783 -2.4594 4.7520 -0.01 0.07 -0.03
C 0.3710 -1.9574 6.0312 -0.01 -0.06 0.02
C -1.7686 4.4911 -3.0824 0.05 0.02 -0.03
C 0.9267 -4.6222 0.3177 -0.04 -0.07 0.18
C 2.5794 2.1079 1.3910 -0.07 0.00 -0.09
C 1.1099 0.6288 2.7074 -0.09 0.12 0.34
C -2.8426 0.6702 -4.4299 -0.04 0.05 0.04
H -2.5293 4.8798 -0.6536 0.01 0.01 -0.04
H -3.7580 -2.8968 1.8004 -0.02 -0.02 -0.01
H -0.6860 -4.8477 -0.8365 -0.09 0.08 -0.10
H 0.9994 -5.2429 2.2525 0.00 -0.02 0.05
H 1.5569 -0.2536 0.9447 0.37 -0.21 -0.14
H -1.0657 -3.3016 2.0433 -0.07 0.00 0.06
H -3.5845 -3.9747 0.4356 -0.01 -0.01 0.00
H 1.2148 -3.8689 -1.5274 -0.04 0.04 -0.06
H -1.9896 0.1279 -4.0368 0.03 0.03 0.04
H 3.9517 3.3619 0.3380 -0.03 -0.02 0.02
H -4.0697 3.7798 -3.9853 0.04 -0.01 0.05
H -3.6079 -1.7043 -0.2999 -0.04 0.09 0.06
H 4.6089 -1.0440 -2.2547 -0.03 0.02 -0.07
H -2.7030 0.8106 -5.5007 0.00 0.04 0.03
H -2.7822 3.2121 -0.1347 -0.09 -0.11 0.04
H 2.4450 -4.5538 1.6624 0.04 0.00 0.04
H -3.0837 3.3907 -5.4155 0.00 0.00 0.03
H 4.3372 1.0408 -6.0035 -0.01 -0.01 0.05
H 0.4737 1.3440 5.3503 0.01 -0.06 0.01
H -0.8909 -5.8885 1.8975 -0.02 -0.06 -0.02
H 0.6025 -3.5314 4.5919 -0.02 0.03 0.00
H -4.5442 2.4648 -5.0525 0.02 -0.04 0.02
H 5.5625 -0.4428 -4.4803 -0.02 0.02 0.00
H 0.2271 -2.6300 6.8679 -0.01 0.05 -0.05
H -3.7496 0.0855 -4.2663 0.01 0.05 0.00
H -1.5566 -1.3270 1.7153 0.08 0.02 0.12
H 3.1040 4.4698 4.3827 0.01 -0.04 -0.03
H 0.9511 -2.0096 2.6991 0.05 0.00 0.04
H -1.4311 4.0308 -4.0048 -0.02 -0.02 0.04
H 2.1250 1.9783 -5.3651 0.00 -0.03 0.02
H 4.3278 4.8728 2.2651 -0.04 -0.01 0.00
H 0.1499 -0.1799 7.2068 0.02 0.00 -0.04
H -0.9082 4.9658 -2.6126 0.00 -0.03 0.04
H -2.1286 -5.8022 0.6710 0.04 -0.09 -0.04
H -2.3044 -4.3061 2.7625 0.06 0.03 0.05
H -2.8054 -0.3622 1.3179 -0.05 0.01 0.01
H -1.1361 3.8047 -0.4194 0.02 0.00 -0.02
H -2.5154 5.2569 -3.2899 -0.01 -0.01 0.01
H 2.4457 1.4680 0.5294 0.03 0.10 0.11
H 2.5578 -3.7376 -0.4906 0.03 -0.02 -0.02
H 1.6178 2.5749 4.6136 0.11 0.00 -0.03

No. 2
86
Properties=species:S:1:pos:R:3:forces:R:3 method="wB97M-V/def2-TZVPD" mol_weight_g_mol=709.689 relative_energy_kj_mol=250.3 total_charge=+4 e_tot_ev=-108644.102 homo_lumo_gap_ev=5.74 e_homo_ha=-0.7028 multiplicity=1
Ti -1.2803 0.6768 0.7834 0.24 1.39 0.26
S -0.5953 3.0265 1.1146 -0.92 -0.67 0.50
S -2.3892 -1.5792 1.4281 0.03 0.42 0.01
P -0.7457 -0.8559 -1.2389 1.39 -0.97 -0.56
P 0.9075 -0.5323 1.1642 1.23 -0.63 -0.85
N 1.0424 2.2579 -1.3664 -0.07 -0.23 -0.44
N 0.7229 -1.1490 -0.4123 -0.47 0.04 0.36
N -3.3428 0.9596 0.3095 -0.35 0.06 -0.30
N -2.0283 1.0240 2.7944 0.07 0.14 0.23
N 1.3857 3.4302 -0.7163 0.07 0.23 0.17
N 1.3325 4.9341 0.7754 -0.24 -0.20 -0.05
N 2.3337 5.2795 -0.0548 0.31 0.33 0.03
C 1.1659 0.2191 -4.6688 0.04 -0.06 0.02
C 0.2801 1.1197 -5.2519 -0.01 0.00 0.06
C 2.4359 -1.6225 3.1926 -0.04 0.04 -0.08
C 2.3767 4.3707 -0.9790 -0.21 -0.24 0.03
C 4.5716 2.2153 1.1542 -0.01 0.08 -0.01
C 0.7355 3.8163 0.3936 0.44 -0.15 -0.36
C 3.1373 -2.6460 3.8033 0.02 0.00 0.09
C -3.2495 1.8767 2.6354 -0.40 0.03 -0.23
C 3.3020 0.4331 0.1504 -0.06 -0.01 0.06
C 2.2740 0.6632 1.0661 -0.28 0.06 0.38
C -0.9068 1.4490 -4.6066 -0.09 0.10 -0.06
C 2.1727 -4.2400 2.2740 -0.02 -0.06 0.00
C -3.0079 -1.2408 3.1205 0.16 0.05 -0.03
C 0.8666 -0.3606 -3.4446 -0.01 -0.01 0.13
C 2.3957 1.6741 2.0206 0.04 -0.21 -0.07
C 1.6203 -1.9083 2.0911 -0.43 0.25 0.19
C -1.4466 -2.7568 -3.1394 -0.05 0.09 0.03
C 3.5506 2.4423 2.0686 0.03 0.06 0.06
C -3.8819 -1.4820 0.3742 0.03 -0.04 -0.03
C -0.3189 -0.0233 -2.7911 -0.35 0.28 0.26
C 3.0169 -3.9514 3.3397 -0.08 0.02 -0.02
C -2.1823 -0.1243 3.7274 -0.11 -0.40 0.02
C -1.6434 -4.0513 -3.5953 -0.02 -0.02 -0.10
C -1.2175 -2.5273 -1.7782 -0.42 0.37 0.15
C 1.4627 -3.2268 1.6526 -0.07 0.06 0.00
C -1.6615 -5.1155 -2.7059 -0.02 0.06 0.02
C -4.1466 1.3767 1.5055 0.02 0.15 0.41
C -1.4835 -4.8862 -1.3444 -0.01 0.01 0.08
C 3.2592 4.3560 -2.1595 0.06 0.07 -0.17
C -1.2044 0.8870 -3.3729 0.06 -0.14 0.15
C -3.9877 -0.1728 -0.4118 -0.17 -0.32 -0.03
C 4.4438 1.2187 0.1928 0.00 -0.05 -0.09
C -1.2632 -3.6029 -0.8784 0.04 0.00 -0.08
H 0.8091 -3.4676 0.8251 0.08 -0.03 0.00
H 3.6703 3.1979 2.8344 -0.01 0.02 -0.01
H 1.6037 1.8381 2.7442 0.06 0.04 0.05
H -1.5107 -5.7115 -0.6452 0.01 -0.02 -0.02
H 1.5397 -1.0915 -3.0128 0.07 0.01 -0.05
H -4.0724 -1.0235 3.0778 0.00 -0.01 -0.03
H -1.1138 -3.4447 0.1780 0.05 -0.08 0.02
H -3.3467 1.7552 -0.3349 -0.02 0.01 -0.02
H 3.2253 -0.3699 -0.5724 0.05 -0.01 -0.03
H -2.1337 1.1412 -2.8705 -0.03 0.04 -0.09
H 3.7907 -2.4251 4.6365 -0.02 0.00 0.01
H 1.1132 5.5426 1.5551 -0.07 -0.04 0.04
H 1.3062 -1.9318 -0.6974 0.05 0.02 -0.08
H 1.8836 1.7130 -1.5423 0.00 -0.05 0.17
H 5.4759 2.8081 1.1968 0.01 0.00 0.02
H -4.7513 0.5332 1.8280 0.05 -0.06 -0.08
H 3.5727 -4.7483 3.8153 0.02 0.01 0.00
H -1.8220 -6.1225 -3.0674 0.01 0.00 -0.01
H 2.7161 4.7534 -3.0210 0.02 -0.05 -0.02
H -2.9279 2.8965 2.4262 0.08 -0.03 0.04
H -4.7373 -1.6709 1.0215 0.02 0.03 0.04
H -1.4568 -1.9371 -3.8445 0.04 -0.06 -0.04
H -1.7740 -4.2255 -4.6549 -0.06 -0.01 0.01
H -1.1845 -0.5008 3.9594 0.02 0.10 0.00
H 4.1127 5.0075 -1.9853 0.00 -0.01 0.06
H -2.8684 -2.1537 3.6986 -0.06 -0.02 -0.01
H -5.0433 0.0421 -0.5977 0.03 0.10 0.00
H -3.8264 1.9112 3.5623 0.10 -0.03 0.05
H 0.5117 1.5566 -6.2143 -0.02 0.00 -0.01
H -3.5073 -0.2880 -1.3831 0.01 0.08 0.02
H -4.8412 2.1741 1.2382 -0.03 -0.07 -0.09
H 2.0696 -5.2575 1.9217 0.02 -0.01 0.01
H 2.5440 -0.6066 3.5511 0.10 -0.01 0.00
H 0.6254 2.4775 -2.2685 -0.08 0.06 -0.06
H -3.8179 -2.3202 -0.3199 -0.01 -0.01 0.02
H 3.6140 3.3541 -2.4000 0.00 -0.02 0.05
H -1.3376 1.6319 3.2392 0.03 -0.01 -0.06
H -1.6050 2.1324 -5.0728 0.02 0.01 0.01
H 2.0820 -0.0523 -5.1770 -0.01 0.01 -0.03
H -2.6450 0.2014 4.6624 0.06 0.08 -0.01
H 5.2483 1.0293 -0.5058 0.02 0.01 0.01

No. 3
78
Properties=species:S:1:pos:R:3:forces:R:3 method="wB97M-V/def2-TZVPD" mol_weight_g_mol=513.774 total_charge=+1 e_tot_ev=-48900.554 homo_lumo_gap_ev=5.54 e_homo_ha=-0.3825 multiplicity=1
Si 1.3493 -3.4521 -0.1097 0.63 0.44 -0.06
O -5.9327 1.1383 3.0858 0.56 0.06 -0.89
O 2.4524 -2.1943 0.1385 0.10 -0.31 -0.05
O -2.4496 -1.1419 -5.7050 0.20 0.70 0.69
C 3.8121 3.6299 -1.6031 -0.13 0.21 0.16
C 2.1506 -0.1944 1.3242 0.44 -2.09 0.51
C -1.1958 1.1018 -3.0482 0.03 0.05 0.15
C 3.8710 4.5052 -0.5050 -0.26 -0.41 -0.09
C 0.8630 1.4610 -0.6873 -1.54 1.26 -1.26
C -0.3643 -2.7676 0.1775 -0.24 -0.05 0.07
C -5.1685 1.0618 0.7601 0.07 0.01 0.49
C 3.3193 0.8480 3.3692 -0.20 0.21 0.09
C -0.4018 1.6256 -0.1229 0.76 -0.30 0.17
C -1.4401 0.6232 -4.3285 -0.15 -0.42 -0.22
C 2.9222 4.3907 0.5210 -0.17 -0.06 -0.10
C -1.7628 0.4897 -1.9092 -0.01 -0.12 0.12
C -2.1405 -0.4220 -6.9196 -0.02 -0.18 0.31
C 3.9714 -0.3571 4.0430 0.27 0.19 -0.04
C -7.2990 1.3054 2.6448 0.29 -0.08 0.09
C 4.4170 -1.4426 3.0698 0.02 -0.15 0.29
C -2.5480 1.0602 1.7691 -0.14 -0.02 0.02
C -3.6117 1.0802 2.6465 -0.28 0.02 -0.13
C 2.8361 2.6388 -1.6594 -0.26 -0.15 0.35
C -2.5510 -0.6712 -2.1157 -0.14 -0.04 0.09
C -4.9402 1.0935 2.1578 -0.42 0.01 -0.10
C 2.0140 0.5324 2.6145 0.16 0.53 0.34
C 1.7035 -4.9138 0.9976 -0.11 -0.06 0.05
C -1.6046 1.0249 -0.5523 -0.31 -0.40 0.03
C -2.7220 -1.2210 -3.3647 0.12 0.26 -0.40
C 2.6060 -1.4744 1.2900 -0.96 1.28 -0.62
C 1.8748 2.5111 -0.6286 0.65 0.10 0.56
C -2.1928 -0.5631 -4.5001 0.13 0.07 -0.33
C -4.0849 1.0166 -0.1024 0.11 -0.07 -0.03
C 1.6697 -3.8685 -1.8914 -0.14 -0.12 -0.11
C -2.7461 1.0103 0.3658 -0.10 0.17 -0.19
C 1.9167 3.4249 0.4483 0.17 0.18 -0.21
C 3.2359 -2.1881 2.4504 -0.04 -0.09 -0.14
H 1.3576 -0.0470 3.2878 0.07 0.22 -0.07
H -7.8776 1.2473 3.5670 -0.01 0.02 -0.25
H 1.5844 -4.6789 2.0632 -0.01 -0.07 -0.22
H 1.1445 3.3907 1.2209 0.44 -0.01 -0.18
H -3.4606 1.0988 3.7232 -0.01 -0.01 -0.22
H -0.5295 -2.4954 1.2299 0.05 -0.10 -0.21
H 4.0373 1.3143 2.6794 -0.16 -0.05 0.09
H -2.3623 -1.1403 -7.7103 0.10 0.24 0.07
H 4.6447 5.2763 -0.4553 -0.29 -0.32 -0.02
H -1.0477 1.1519 -5.2019 -0.14 -0.18 0.45
H 1.0152 -4.6867 -2.2204 0.16 0.15 -0.04
H 4.8481 -0.0066 4.6024 -0.18 -0.04 -0.01
H 2.9520 5.0702 1.3779 0.00 -0.24 -0.36
H 4.5280 3.7334 -2.4201 -0.22 -0.06 0.26
H 1.6507 0.2139 0.4547 0.37 -0.51 0.21
H -2.7839 0.4632 -7.0226 0.17 -0.23 0.10
H 5.0469 -1.0111 2.2825 -0.08 -0.09 0.08
H 1.0267 0.6457 -1.4048 -0.14 0.38 0.12
H 3.0819 1.5876 4.1467 0.11 -0.08 -0.14
H 2.7615 1.9707 -2.5185 0.21 0.10 0.22
H 1.5010 1.4799 2.4007 0.02 -0.10 0.22
H -0.4754 2.2584 0.7629 -0.01 0.09 -0.46
H -1.5345 1.0611 2.1714 -0.26 -0.08 -0.08
H -6.1869 1.0735 0.3648 0.46 0.04 0.11
H -0.5489 -1.8720 -0.4319 0.09 -0.19 0.07
H 2.7130 -4.1796 -2.0337 -0.23 0.05 0.05
H 1.4868 -2.9954 -2.5307 0.01 -0.17 0.09
H -0.6011 2.0090 -2.9278 -0.23 -0.19 -0.03
H 0.9944 -5.7166 0.7472 0.17 0.11 0.11
H -4.2851 1.0074 -1.1749 0.13 0.06 0.30
H -3.2861 -2.1392 -3.5095 0.09 0.20 0.03
H -7.4426 2.2851 2.1681 0.12 -0.24 0.13
H -3.0329 -1.1533 -1.2636 0.30 0.09 -0.19
H 3.2762 -0.7925 4.7743 0.10 0.06 -0.06
H 5.0269 -2.1769 3.6099 -0.04 0.16 -0.05
H -1.1085 -3.5296 -0.0999 0.09 0.22 0.10
H -1.0824 -0.1289 -6.9562 -0.27 -0.16 -0.01
H 2.4519 -2.3181 3.2199 0.28 -0.18 -0.13
H 3.5677 -3.1777 2.1103 -0.22 0.24 0.08
H -7.6005 0.5061 1.9545 0.10 0.15 0.25
H 2.7204 -5.3001 0.8418 -0.24 0.10 0.01